(1)
{"formula": "C4H10NO3", "method": "ωB97M-V/def2-TZVPD", "total_energy_ha": -438.8404, "charge": -1, "relative_energy_kcal_mol": 90.9, "max_force_ha_per_bohr": 0.126, "homo_ha": -0.0813, "spin_multiplicity": 1, "e_lumo_ev": 3.66, "elements": ["C", "C", "N", "C", "C", "O", "O", "H", "H", "H", "H", "H", "H", "H", "H", "H", "H", "O"], "xyz": [[1.644, 1.144, 0.911], [0.881, 0.849, -0.315], [0.317, -0.357, -0.528], [0.334, -1.487, 0.518], [-0.961, -1.287, 1.269], [-1.284, -2.261, 2.162], [0.767, 1.759, -1.123], [2.536, 0.481, 1.039], [1.099, 1.202, 1.809], [2.085, 2.177, 0.822], [-0.127, -0.623, -1.376], [0.278, -2.495, 0.017], [1.105, -1.694, 1.087], [-1.081, -0.325, 1.812], [-1.747, -1.600, 0.637], [-1.904, 0.903, -2.039], [-0.653, 1.728, -2.118], [-1.382, 1.431, -2.575]]}

---

(2)
{"formula": "C4H4O3", "method": "ωB97M-V/def2-TZVPD", "total_energy_ha": -380.3412, "relative_energy_kcal_mol": 129.2, "max_force_ha_per_bohr": 0.183, "homo_ha": -0.3630, "spin_multiplicity": 1, "e_lumo_ev": -0.66, "smiles": "O=C/C=C/OC=O", "elements": ["C", "C", "C", "C", "H", "H", "H", "H", "O", "O", "O"], "xyz": [[-1.992, 0.904, 0.108], [-0.104, -0.475, -0.509], [0.691, -0.169, 0.743], [2.004, -0.677, 0.099], [-3.060, 0.750, -0.068], [0.201, -1.032, -1.371], [0.370, 0.570, 1.620], [1.657, -1.249, -1.019], [-1.561, 1.479, 1.030], [-1.486, -0.022, -0.802], [3.280, -0.080, 0.170]]}

---

(3)
{"formula": "CH3ClN2O2", "method": "ωB97M-V/def2-TZVPD", "total_energy_ha": -759.8776, "relative_energy_kcal_mol": 84.0, "max_force_ha_per_bohr": 0.051, "homo_ha": -0.3699, "spin_multiplicity": 1, "e_lumo_ev": 0.39, "smiles": "CO/[N+]([O-])=N/Cl", "elements": ["C", "N", "N", "O", "O", "Cl", "H", "H", "H"], "xyz": [[-0.352, 0.800, 1.313], [1.336, -0.887, -1.493], [0.318, -0.498, -0.802], [0.676, 0.313, 0.352], [-0.848, -0.651, -1.048], [0.866, -1.891, -2.776], [-1.169, 0.247, 0.956], [-0.047, 0.680, 2.398], [-0.779, 1.887, 1.100]]}

---

(4)
{"formula": "C11H20N2S", "method": "ωB97M-V/def2-TZVPD", "total_energy_ha": -938.5488, "relative_energy_kcal_mol": 197.5, "max_force_ha_per_bohr": 0.109, "homo_ha": -0.3051, "spin_multiplicity": 1, "e_lumo_ev": 0.27, "smiles": "C=[S@](N)(=NC)C1=CC(C(C)C)=C(C)C1", "elements": ["C", "C", "C", "C", "C", "C", "C", "C", "C", "C", "C", "N", "N", "S", "H", "H", "H", "H", "H", "H", "H", "H", "H", "H", "H", "H", "H", "H", "H", "H", "H", "H", "H", "H"], "xyz": [[-0.213, 0.240, -0.443], [-0.766, -1.101, -0.514], [-0.792, -1.613, 0.707], [0.215, 0.517, 0.798], [0.994, 2.350, 2.964], [-0.198, -0.587, 1.695], [-1.608, -2.715, 1.260], [-1.137, -0.817, -2.996], [-0.860, -3.156, -2.080], [1.361, 4.289, 0.303], [-1.365, -1.707, -1.765], [0.842, 2.965, 0.208], [2.924, 0.968, 0.607], [1.141, 1.938, 1.271], [-0.071, 0.891, -1.207], [1.453, 3.390, 2.983], [1.451, 1.608, 3.454], [-0.921, -0.193, 2.500], [0.504, -1.221, 2.209], [-1.437, -3.676, 0.857], [-2.713, -2.271, 1.131], [-1.391, -2.751, 2.297], [-0.083, -0.830, -2.945], [-1.565, 0.159, -3.009], [-1.450, -1.226, -3.887], [0.110, -3.442, -1.855], [-1.044, -3.433, -3.094], [-1.447, -3.768, -1.426], [0.729, 4.991, 0.792], [1.519, 4.586, -0.771], [2.358, 4.352, 0.878], [-2.440, -1.706, -1.589], [2.604, 1.184, -0.315], [3.297, 1.784, 0.985]]}

---

(5)
{"formula": "C26H21AuN3PS2", "method": "ωB97M-V/def2-TZVPD", "total_energy_ha": -2440.4595, "charge": 2, "relative_energy_kcal_mol": 24.1, "max_force_ha_per_bohr": 0.032, "homo_ha": [-0.5175, -0.5180], "spin_multiplicity": 1, "e_lumo_ev": [-10.66, -10.66], "elements": ["Au", "N", "C", "C", "C", "C", "C", "C", "P", "C", "C", "C", "C", "C", "C", "C", "C", "C", "C", "C", "C", "H", "H", "H", "H", "H", "H", "H", "H", "H", "H", "H", "H", "H", "H", "H", "H", "S", "C", "N", "C", "C", "C", "C", "C", "C", "H", "H", "H", "H", "H", "S", "C", "N"], "xyz": [[-0.202, -1.319, 0.835], [1.462, 0.985, 2.793], [1.189, 2.089, 2.085], [1.129, 3.332, 2.756], [0.920, 4.496, 2.064], [0.753, 4.465, 0.677], [0.750, 3.249, 0.005], [0.942, 2.049, 0.682], [0.817, 0.485, -0.247], [-0.182, 0.928, -1.691], [-1.407, 1.568, -1.466], [-2.183, 1.964, -2.536], [-1.754, 1.699, -3.830], [-0.548, 1.050, -4.056], [0.238, 0.646, -2.990], [2.481, 0.151, -0.878], [3.240, 1.179, -1.442], [4.477, 0.884, -1.987], [4.964, -0.417, -1.953], [4.209, -1.435, -1.388], [2.966, -1.153, -0.849], [1.635, 1.054, 3.785], [1.694, 0.114, 2.339], [1.283, 3.343, 3.825], [0.888, 5.435, 2.592], [0.602, 5.381, 0.128], [0.575, 3.237, -1.061], [-1.728, 1.772, -0.454], [-3.111, 2.488, -2.367], [-2.364, 1.997, -4.668], [-0.217, 0.862, -5.064], [1.175, 0.136, -3.168], [2.855, 2.189, -1.478], [5.066, 1.670, -2.439], [5.936, -0.640, -2.366], [4.576, -2.450, -1.370], [2.360, -1.949, -0.439], [-2.608, -4.670, 3.063], [-1.271, -3.793, 2.470], [-1.530, -2.820, 1.641], [-2.877, -2.722, 1.394], [-3.498, -1.840, 0.512], [-4.874, -1.878, 0.395], [-5.633, -2.775, 1.143], [-5.035, -3.677, 2.007], [-3.650, -3.654, 2.113], [-0.273, -4.053, 2.770], [-2.906, -1.155, -0.076], [-5.370, -1.202, -0.282], [-6.705, -2.772, 1.043], [-5.621, -4.374, 2.584], [1.731, -2.255, 2.492], [2.176, -3.515, 1.527], [2.461, -4.381, 0.827]]}